# 1
{
  "formula": "CH4N2O2S",
  "method": "ωB97M-V with the def2-TZVPD basis set",
  "symbols": ["C", "H", "H", "H", "H", "N", "N", "O", "O", "S"],
  "coordinates": [[0.38191, -0.65488, -0.53460], [0.94247, -1.55632, 2.25031], [-0.58847, -2.56761, 0.17870], [-0.04206, 0.58117, 1.15935], [-1.61280, 1.63209, -0.77109], [0.33078, -1.90398, 0.32704], [0.12217, 0.48705, 0.15325], [0.17658, -1.16364, 1.76866], [0.29035, -0.98464, -1.66674], [-0.49354, 2.05904, -0.23669]],
  "forces_ev_per_a": [[-3.31, -3.10, 2.08], [-0.84, 0.24, -0.53], [2.61, 2.84, 0.40], [0.85, -1.98, -0.80], [-0.86, -0.09, -0.38], [-1.11, 1.88, 3.05], [-0.09, 2.55, 0.76], [0.85, -3.51, -0.93], [0.80, 1.40, -2.48], [1.10, -0.22, -1.18]],
  "e_above_lowest_ev": 3.352,
  "e_lumo_ev": 0.5,
  "fmax_ev_per_a": 4.99,
  "smiles": "O=C(NO)NS",
  "energy_ev": -19008.57228,
  "homo_ev": -9.67,
  "gap_ev": 10.13
}

***

# 2
{
  "formula": "C7H11NS2",
  "method": "ωB97M-V with the def2-TZVPD basis set",
  "symbols": ["C", "C", "C", "C", "C", "C", "C", "N", "S", "S", "H", "H", "H", "H", "H", "H", "H", "H", "H", "H", "H"],
  "coordinates": [[1.66025, -1.76204, -0.55557], [1.56104, -0.62296, -1.11595], [-0.55166, 0.19840, 0.76662], [2.22602, 1.45160, -0.09947], [-2.90726, 1.09396, -0.90493], [-0.63415, -2.11202, 1.97697], [1.54503, 0.78358, -1.32350], [1.58879, -2.91061, -0.15064], [-1.25156, 1.52017, -0.07328], [-1.77639, -0.92039, 1.13680], [3.18349, 1.33726, -0.05453], [1.74482, 1.10697, 0.77284], [2.02626, 2.54233, -0.05393], [-2.86739, 1.71778, -1.73136], [-3.67457, 1.32006, -0.23060], [-3.05769, 0.03587, -1.10135], [-0.97818, -2.15585, 2.96006], [0.33326, -1.65183, 1.80588], [-0.80833, -3.12111, 1.64493], [2.16665, 1.00898, -2.25032], [0.47155, 1.13985, -1.41865]],
  "forces_ev_per_a": [[-0.43, -2.60, 0.52], [-0.16, 0.20, -0.28], [-2.29, 0.61, -0.11], [-5.87, 2.35, -0.86], [1.69, -1.12, 1.95], [-1.18, 0.39, -1.16], [0.90, 1.03, -0.73], [0.39, 1.48, -0.40], [-0.64, -0.43, -0.40], [1.75, -0.63, 0.11], [5.85, -1.05, 0.08], [-0.31, -0.71, 1.06], [0.08, -0.39, -0.49], [-0.32, 0.94, -1.69], [-1.22, 0.83, 0.89], [0.65, -0.07, -0.43], [-0.02, 0.37, 1.99], [0.07, -0.60, 0.30], [0.47, -0.24, -0.83], [-1.00, -0.06, 0.81], [1.58, -0.32, -0.34]],
  "e_above_lowest_ev": 7.510,
  "e_lumo_ev": [-1.1, -1.1],
  "fmax_ev_per_a": 6.38,
  "energy_ev": -30590.68924,
  "homo_ev": [-8.23, -8.08],
  "gap_ev": [7.11, 7.00]
}

***

# 3
{
  "formula": "C15H18ClN3O2S2",
  "method": "ωB97M-V with the def2-TZVPD basis set",
  "symbols": ["C", "H", "C", "H", "H", "C", "N", "C", "O", "C", "H", "H", "S", "C", "N", "N", "C", "C", "C", "C", "C", "S", "Cl", "H", "H", "O", "C", "H", "C", "C", "C", "H", "H", "H", "H", "H", "H", "H", "H", "H", "H"],
  "coordinates": [[-1.62382, -0.78959, -7.67851], [-0.86871, -1.60632, -7.69553], [-2.20017, -0.55677, -6.47145], [-2.69703, -1.30963, -6.01800], [-2.75040, 0.51353, -6.54183], [-1.14449, 0.01876, -5.20006], [-1.75675, -0.12402, -3.77761], [-0.93671, -1.22195, -3.15266], [-0.05540, -1.94792, -3.50172], [-1.58786, -1.31157, -1.74928], [-1.07825, -2.39566, -1.17375], [-2.53427, -1.60702, -1.61359], [-1.08259, 0.28067, -0.74521], [-0.42712, -0.76109, 0.62432], [-0.11057, -1.93906, 0.79930], [0.35319, -2.03449, 2.09072], [0.62633, -0.71444, 2.40797], [1.31096, -0.47185, 3.68764], [1.94723, -1.50923, 4.42205], [2.43529, -0.77418, 5.68469], [2.53952, 0.62569, 5.52470], [1.48462, 1.04543, 4.25728], [2.99259, 1.66177, 6.64604], [2.88473, -1.27006, 6.55166], [2.10822, -2.64344, 4.34038], [0.15201, 0.04899, 1.52084], [-2.65560, 0.86111, -3.53753], [-3.00018, 0.30206, -2.54629], [-2.19512, 2.15089, -3.47348], [-1.70315, 2.44277, -5.00585], [-0.55072, 1.24493, -5.42901], [-0.14356, 1.54393, -6.45258], [0.25686, 1.42289, -4.78625], [-2.43700, 2.51636, -5.68226], [-1.16998, 3.46419, -5.00890], [-2.96275, 2.60258, -3.31173], [-1.14512, 2.18993, -2.95894], [-3.75892, 0.56845, -4.10830], [-0.29027, -0.81336, -5.33277], [-1.05244, -0.05123, -7.91789], [-2.46432, -1.00874, -8.39981]],
  "forces_ev_per_a": [[-0.51, -6.17, -3.72], [-0.76, -0.27, 0.09], [-0.34, 7.92, 6.86], [-2.17, -2.18, 1.31], [-0.05, -2.82, 0.03], [-0.60, -7.99, -1.70], [7.89, -4.91, -7.44], [-4.92, 2.51, 3.15], [-0.31, 0.92, -1.04], [6.64, -2.42, 2.23], [-0.91, 3.71, -1.55], [-3.98, -0.04, -0.18], [-0.21, -3.75, 0.30], [0.04, 4.32, -3.53], [-1.61, -3.56, 0.77], [2.22, 2.96, 0.34], [0.38, -6.96, 2.73], [0.25, -3.76, -1.53], [0.20, 2.53, 3.19], [1.22, -0.54, -2.57], [-2.90, -5.35, -1.56], [0.41, 2.99, -0.11], [1.37, 2.80, 2.75], [-0.12, 0.10, -0.47], [-0.78, 2.21, -0.42], [-0.83, 3.98, -0.15], [-6.77, -8.13, 4.08], [-0.34, 2.46, -0.58], [11.73, -1.73, -5.15], [5.31, 0.42, 3.27], [-1.40, 7.06, -1.43], [-0.84, -0.93, 1.01], [1.30, 0.23, 1.17], [-3.00, -0.08, -2.39], [-0.66, -1.51, -0.02], [-8.00, 7.05, 2.87], [-2.55, 0.47, 0.10], [3.01, 1.52, 0.76], [-1.79, 1.67, 0.76], [3.02, 5.04, -2.32], [1.31, 0.26, 0.11]],
  "e_above_lowest_ev": 8.554,
  "e_lumo_ev": 0.0,
  "fmax_ev_per_a": 12.93,
  "smiles": "CC[C@H]1CCCCN1C(=O)CSc1nnc(-c2ccc(Cl)s2)o1",
  "energy_ev": -58593.80302,
  "homo_ev": -8.40,
  "gap_ev": 8.40
}